Density functional theory data (ωB97M-V/def2-TZVPD) for a molecular structure, C40H56N11O2SSiV.

Geometry (Å):
V (-0.4463, -1.3626, 0.4196)
C (-2.0199, -2.4875, 4.1229)
C (-1.7482, -2.1762, 2.6974)
N (-0.5788, -1.7870, 2.2674)
O (0.4320, -1.7439, 3.2441)
C (-2.6959, -2.3909, 1.6259)
C (-4.0731, -2.9389, 1.7590)
N (-2.1380, -2.1595, 0.4537)
O (-2.6864, -2.4488, -0.6696)
H (-1.2876, -1.9922, 4.7552)
H (-1.9541, -3.5674, 4.2933)
H (-3.0202, -2.1511, 4.3952)
H (0.9430, -0.9683, 2.9793)
H (-4.1608, -3.5917, 2.6310)
H (-4.3106, -3.5025, 0.8565)
H (-4.8132, -2.1348, 1.8532)
C (-1.6425, -3.3486, -3.6150)
N (-0.3715, -2.7341, -3.9725)
C (0.6791, -3.3696, -4.6240)
C (1.6580, -2.4662, -4.7799)
N (1.1721, -1.2816, -4.2493)
C (-0.0697, -1.4340, -3.7186)
S (-1.0100, -0.2572, -2.9548)
H (-1.5124, -4.4284, -3.6071)
H (-2.4120, -3.0769, -4.3390)
H (-1.9486, -3.0024, -2.6352)
H (0.6334, -4.4103, -4.9050)
H (2.6455, -2.5538, -5.2030)
H (1.7117, -0.4550, -4.0628)
C (0.0336, 2.9325, 0.9432)
C (1.3049, 2.2239, 1.2591)
N (1.4291, 0.9147, 1.3141)
C (2.7554, 0.6447, 1.6017)
C (3.4485, 1.8025, 1.7276)
N (2.5262, 2.8136, 1.4982)
C (2.8870, 4.2129, 1.6722)
N (2.0515, 5.1281, 0.9492)
N (1.2228, 5.9544, 1.6239)
N (0.5836, 6.6721, 0.7972)
C (0.9838, 6.3233, -0.4867)
C (0.5744, 6.7981, -1.7316)
C (1.1608, 6.2377, -2.8412)
C (2.1470, 5.2307, -2.7280)
C (2.5612, 4.7595, -1.5080)
C (1.9429, 5.3306, -0.3901)
H (-0.7768, 2.1955, 0.9138)
H (0.0905, 3.4200, -0.0351)
H (-0.2131, 3.6852, 1.6949)
H (3.1260, -0.3707, 1.6734)
H (4.4882, 2.0085, 1.9436)
H (3.9128, 4.3219, 1.3344)
H (2.8297, 4.4978, 2.7170)
H (-0.1790, 7.5722, -1.8113)
H (0.8569, 6.5674, -3.8272)
H (2.5818, 4.8135, -3.6282)
H (3.3067, 3.9799, -1.4220)
C (2.4719, 1.3488, -1.8645)
C (2.6651, -0.1340, -1.6938)
C (3.8231, -0.7671, -2.1600)
C (3.9725, -2.1343, -1.9599)
C (5.2057, -2.8488, -2.4628)
C (2.9887, -2.8694, -1.3011)
C (1.7892, -2.2743, -0.8196)
C (1.6975, -0.8704, -1.0610)
N (0.7386, -2.8629, -0.1696)
C (0.7729, -4.3201, 0.0722)
C (0.9058, -5.1247, -1.2492)
C (1.8770, -4.6755, 1.0848)
C (-0.5312, -4.7939, 0.7056)
H (3.0147, 1.7228, -2.7392)
H (2.8618, 1.8720, -0.9828)
H (1.4126, 1.6048, -1.9670)
H (4.5956, -0.1931, -2.6680)
H (5.9464, -2.1403, -2.8372)
H (4.9546, -3.5377, -3.2750)
H (5.6681, -3.4397, -1.6681)
H (3.1703, -3.9253, -1.1750)
H (0.8051, -0.3242, -0.7622)
H (1.4000, -4.5603, -2.0389)
H (-0.0910, -5.3895, -1.6131)
H (1.4637, -6.0555, -1.0887)
H (2.8819, -4.4466, 0.7313)
H (1.8352, -5.7430, 1.3310)
H (1.7044, -4.1009, 1.9988)
H (-1.3868, -4.5233, 0.0830)
H (-0.6617, -4.3753, 1.7039)
H (-0.4962, -5.8856, 0.7922)
C (-4.9615, 2.7710, 0.5431)
Si (-3.5833, 1.5551, 0.0791)
C (-4.4665, 0.1642, -0.8014)
C (-2.5985, 2.5048, -1.2231)
N (-2.5421, 0.9934, 1.2946)
C (-2.4444, 1.3863, 2.5996)
C (-3.4709, 2.0740, 3.3229)
C (-3.3184, 2.4644, 4.6481)
C (-2.1530, 2.2021, 5.3644)
C (-1.1295, 1.5279, 4.6979)
C (-1.2706, 1.1324, 3.3755)
H (-5.4500, 3.1394, -0.3691)
H (-4.5713, 3.6388, 1.0913)
H (-5.7286, 2.2949, 1.1679)
H (-5.1000, 0.5607, -1.6107)
H (-5.1063, -0.3963, -0.1061)
H (-3.7522, -0.5426, -1.2394)
H (-3.1635, 2.5952, -2.1638)
H (-1.6579, 1.9874, -1.4545)
H (-2.3553, 3.5176, -0.8718)
H (-4.4041, 2.2882, 2.8179)
H (-4.1321, 2.9963, 5.1360)
H (-2.0471, 2.5114, 6.3989)
H (-0.1982, 1.3134, 5.2190)
H (-0.4615, 0.6379, 2.8656)

Cartesian forces (eV/Å) of the 2 atoms listed first:
1.127 2.136 -1.670
-0.103 0.054 0.159

## Properties
HOMO-LUMO gap (alpha / beta) in eV: 5.5 / 5.5
Spin multiplicity: 4
Expectation value of S²: 3.767
Max |F| in eV/Å: 2.936
Total charge: -1


Density functional theory data (ωB97M-V/def2-TZVPD) for a molecular structure, C4H5LuO4.

Geometry (Å):
O (2.1107, 1.6105, 0.7283)
C (2.1741, 0.4297, 0.2256)
O (2.9360, -0.4782, 0.5062)
O (1.1624, 0.2629, -0.7062)
Lu (0.2977, 2.2329, -0.0646)
C (0.1451, -1.1331, -0.6863)
C (-0.7113, -1.1762, 0.4687)
O (-1.5619, -0.2040, 0.8499)
C (-1.7123, 1.0137, 0.1196)
H (0.7668, -2.0298, -0.7631)
H (-0.3731, -0.9212, -1.6311)
H (-0.7010, -2.0166, 1.1626)
H (-2.4369, 1.6163, 0.6822)
H (-2.0964, 0.7931, -0.8917)

Cartesian forces (eV/Å) of the 2 atoms listed first:
-0.933 1.886 0.365
2.545 -4.170 0.909

## Properties
HOMO-LUMO gap (alpha / beta) in eV: 5.7 / 7.6
Energy above the lowest of the compared OMol25 structures with the same formula, charge and spin in eV: 1.4899
Spin multiplicity: 2
Expectation value of S²: 0.754
Max |F| in eV/Å: 4.969
Total charge: +1


Density functional theory data (ωB97M-V/def2-TZVPD) for C4H4O in the gas phase.

Geometry (Å):
C (-1.3061, -0.0479, 1.8739)
C (-0.4838, -0.2570, 1.0173)
C (0.4592, -0.4851, -0.0564)
C (0.5840, 0.4320, -1.2142)
O (1.5180, 0.4435, -0.1609)
H (-2.0802, 0.1325, 2.5907)
H (0.4861, -1.4153, -0.6022)
H (-0.2160, 1.1492, -1.3130)
H (1.0389, 0.0482, -2.1351)

Cartesian forces (eV/Å) of the 2 atoms listed first:
0.307 -0.149 -0.495
-0.551 -0.011 0.081

## Properties
HOMO-LUMO gap in eV: 10.9
Energy above the lowest of the compared OMol25 structures with the same formula, charge and spin in eV: 3.1373
Spin multiplicity: 1
SMILES string: C#C[C@H]1CO1
Max |F| in eV/Å: 2.027


Density functional theory data (ωB97M-V/def2-TZVPD) for 5 unconnected molecules or ions with the total composition C26H64B3O4PS.

Geometry (Å):
C (-2.9441, 2.4792, 0.8796)
B (-3.5369, 2.8859, -0.6077)
O (-4.9694, 3.2952, -0.8262)
B (-5.5241, 2.1071, -1.5658)
S (-6.9862, 1.1003, -0.9198)
O (-4.8224, 1.7404, -2.8295)
B (-3.3419, 1.6773, -2.6005)
P (-2.2385, 0.1770, -3.1491)
C (-2.5679, -1.3615, -2.0388)
O (-0.5466, 0.6259, -2.8636)
O (-2.7166, 2.8362, -1.8695)
H (-1.8490, 2.8907, 0.9304)
H (-2.8924, 1.2868, 0.9082)
H (-3.6299, 2.7866, 1.7791)
H (-6.9477, -0.1057, -1.6864)
H (-2.9943, -2.2062, -2.7623)
H (-3.3424, -1.1465, -1.1582)
H (-1.5203, -1.6601, -1.5705)
H (-0.4733, 0.7329, -1.8598)
C (4.5726, -3.3988, -2.6611)
C (4.4770, -2.6428, -3.9767)
C (3.6750, -1.3436, -3.8692)
C (2.2024, -1.5143, -3.4794)
C (1.3805, -2.4117, -4.4089)
C (1.2847, -1.8768, -5.8290)
H (3.5884, -3.7157, -2.3040)
H (5.1842, -4.2991, -2.7877)
H (5.0379, -2.7796, -1.8881)
H (4.0519, -3.2950, -4.7474)
H (5.4928, -2.3963, -4.3102)
H (3.7397, -0.8109, -4.8251)
H (4.1545, -0.6898, -3.1292)
H (1.7378, -0.5211, -3.4428)
H (2.1385, -1.9127, -2.4608)
H (0.3663, -2.4961, -4.0003)
H (1.7898, -3.4275, -4.4241)
H (0.8339, -0.8795, -5.8405)
H (0.6600, -2.5379, -6.4386)
H (2.2671, -1.8176, -6.3061)
C (0.4819, -2.9819, 0.8888)
C (-0.6551, -3.0295, 1.8968)
C (-1.3000, -1.6637, 2.1441)
C (-0.3721, -0.6011, 2.7438)
C (0.2783, -0.9795, 4.0775)
C (-0.7292, -1.2041, 5.1939)
H (1.3053, -2.3515, 1.2369)
H (0.8824, -3.9885, 0.7249)
H (0.1340, -2.5953, -0.0741)
H (-0.2969, -3.4621, 2.8374)
H (-1.4257, -3.7132, 1.5192)
H (-2.1697, -1.7990, 2.7976)
H (-1.6959, -1.2802, 1.1948)
H (-0.9478, 0.3229, 2.8793)
H (0.4182, -0.3591, 2.0246)
H (0.9525, -0.1678, 4.3760)
H (0.9045, -1.8705, 3.9611)
H (-1.3352, -0.3076, 5.3586)
H (-0.2090, -1.4376, 6.1287)
H (-1.4002, -2.0387, 4.9716)
C (-4.3594, 6.2584, -1.2145)
C (-4.1601, 7.7599, -1.0839)
C (-3.2690, 8.1499, 0.0978)
C (-3.8111, 7.7679, 1.4799)
C (-5.1917, 8.3365, 1.8199)
C (-5.2205, 9.8561, 1.8640)
H (-4.8680, 5.8402, -0.3410)
H (-4.9742, 6.0351, -2.0936)
H (-3.3997, 5.7462, -1.3338)
H (-5.1338, 8.2569, -1.0124)
H (-3.6943, 8.1300, -2.0059)
H (-3.0914, 9.2310, 0.0620)
H (-2.2848, 7.6805, -0.0287)
H (-3.0925, 8.1042, 2.2375)
H (-3.8503, 6.6765, 1.5675)
H (-5.4902, 7.9547, 2.8036)
H (-5.9428, 7.9738, 1.1100)
H (-4.5090, 10.2384, 2.6027)
H (-6.2197, 10.2054, 2.1439)
H (-4.9777, 10.2938, 0.8915)
C (5.1248, -2.5864, 1.6870)
C (4.5766, -3.8080, 0.9669)
C (3.8434, -4.7780, 1.8965)
C (4.7044, -5.4042, 2.9993)
C (5.9326, -6.1766, 2.5095)
C (5.5809, -7.3773, 1.6453)
H (5.8717, -2.8605, 2.4377)
H (5.6076, -1.9122, 0.9708)
H (4.3219, -2.0334, 2.1841)
H (5.3880, -4.3203, 0.4385)
H (3.8739, -3.4699, 0.1950)
H (3.3928, -5.5725, 1.2903)
H (3.0050, -4.2512, 2.3705)
H (4.0723, -6.0797, 3.5889)
H (5.0353, -4.6225, 3.6919)
H (6.4905, -6.5302, 3.3849)
H (6.6108, -5.5138, 1.9615)
H (4.9405, -8.0769, 2.1916)
H (6.4917, -7.9098, 1.3527)
H (5.0637, -7.0787, 0.7290)

Cartesian forces (eV/Å) of the 2 atoms listed first:
0.064 -0.557 -0.438
-0.568 1.219 -1.233

## Properties
HOMO-LUMO gap in eV: 8.7
Spin multiplicity: 1
SMILES string: CB1OB(S)OB(P(C)O)O1.CCCCCC.CCCCCC.CCCCCC.CCCCCC
Max |F| in eV/Å: 4.796


Density functional theory data (ωB97M-V/def2-TZVPD) for a molecular structure, C48H68N5O2S2SeSiTi.

Geometry (Å):
Ti (0.7077, 1.2522, 0.0045)
C (2.2705, 5.1378, 0.9456)
C (1.2535, 4.1048, 0.5673)
N (1.4253, 2.8027, 0.9880)
N (1.9986, 2.7217, 2.2506)
C (1.6060, 1.7185, 2.9415)
S (0.4790, 0.4572, 2.4318)
S (2.1908, 1.6831, 4.6345)
C (0.6080, 2.1538, 5.4255)
C (0.0073, 3.3937, 4.8315)
C (0.6371, 4.6292, 4.9538)
C (0.1296, 5.7437, 4.3101)
C (-1.0104, 5.6399, 3.5206)
C (-1.6514, 4.4179, 3.4071)
C (-1.1466, 3.3064, 4.0639)
C (0.0306, 4.4838, -0.0451)
C (-0.2313, 5.8454, -0.3364)
C (-1.4724, 6.2886, -0.7559)
C (-2.5224, 5.3920, -0.9083)
C (-2.2941, 4.0362, -0.6846)
C (-1.0442, 3.5677, -0.3062)
O (-0.8700, 2.2534, -0.2026)
H (1.8442, 5.9104, 1.5937)
H (3.0932, 4.6721, 1.4817)
H (2.6677, 5.6435, 0.0592)
H (0.8475, 2.3054, 6.4807)
H (-0.0920, 1.3207, 5.3454)
H (1.5554, 4.7033, 5.5243)
H (0.6437, 6.6930, 4.3960)
H (-1.3758, 6.4947, 2.9669)
H (-2.5201, 4.3238, 2.7696)
H (-1.6222, 2.3436, 3.9373)
H (0.5612, 6.5678, -0.2020)
H (-1.6220, 7.3432, -0.9563)
H (-3.5017, 5.7337, -1.2183)
H (-3.0723, 3.2999, -0.8428)
O (2.6879, 0.1667, 0.2569)
C (3.8919, 0.5339, 0.9110)
C (5.0385, -0.4112, 0.5619)
C (5.1144, -1.7049, 1.3885)
C (4.0395, -2.7486, 1.1784)
C (4.3702, -4.0948, 1.0642)
C (3.3533, -5.0351, 0.9738)
C (2.0316, -4.6135, 0.9894)
C (1.7891, -3.2545, 1.0665)
N (2.7623, -2.3528, 1.1636)
H (2.4614, -0.7314, 0.6102)
H (3.7257, 0.5650, 1.9939)
H (4.1099, 1.5521, 0.5822)
H (5.9667, 0.1385, 0.7566)
H (5.0223, -0.6291, -0.5089)
H (5.0916, -1.4273, 2.4489)
H (6.0811, -2.1848, 1.2192)
H (5.4099, -4.3912, 1.0600)
H (3.5909, -6.0885, 0.8895)
H (1.2104, -5.3126, 0.9315)
H (0.7782, -2.8614, 1.0445)
C (3.2960, 1.9783, -2.6077)
Si (1.5776, 1.1165, -2.6122)
C (1.9591, -0.7078, -3.3082)
C (0.8462, -1.2445, -4.2121)
C (3.2760, -0.7728, -4.0840)
C (2.0740, -1.7061, -2.1439)
C (0.6107, 2.1174, -3.9769)
C (0.5575, 3.5825, -3.5181)
C (1.2877, 2.1089, -5.3500)
C (-0.8426, 1.6559, -4.1081)
H (3.7887, 2.0143, -3.5809)
H (3.9731, 1.4745, -1.9150)
H (3.1868, 3.0000, -2.2410)
H (0.6763, -0.6464, -5.1055)
H (-0.1010, -1.3069, -3.6719)
H (1.1039, -2.2604, -4.5388)
H (3.2534, -0.1635, -4.9884)
H (3.4865, -1.8056, -4.3898)
H (4.1179, -0.4286, -3.4837)
H (1.2731, -1.5817, -1.4089)
H (3.0240, -1.6018, -1.6179)
H (2.0178, -2.7363, -2.5177)
H (1.5496, 4.0109, -3.3727)
H (0.0041, 3.7042, -2.5871)
H (0.0480, 4.1865, -4.2780)
H (2.2566, 2.6101, -5.3118)
H (0.6733, 2.6553, -6.0760)
H (1.4559, 1.1102, -5.7540)
H (-1.3229, 1.5907, -3.1293)
H (-0.9420, 0.6852, -4.5914)
H (-1.4077, 2.3784, -4.7074)
C (-4.2274, -1.5137, 4.5829)
C (-4.2440, -0.9257, 3.1782)
C (-2.8493, -0.6122, 2.6444)
C (-2.0416, -1.8343, 2.2290)
N (-2.6318, -2.5379, 1.0974)
C (-2.4989, -2.1542, -0.2121)
Se (-1.5401, -0.7553, -0.8511)
N (-3.2761, -3.0010, -0.9546)
C (-3.3777, -2.9967, -2.4006)
C (-2.5803, -4.1071, -3.0747)
C (-1.1016, -4.1491, -2.6720)
C (-0.8113, -5.1552, -1.5703)
C (-3.8770, -3.9278, -0.1285)
C (-4.7375, -4.9819, -0.4002)
C (-5.1744, -5.7424, 0.6777)
C (-4.7640, -5.4553, 1.9781)
C (-3.9068, -4.3959, 2.2500)
C (-3.4704, -3.6332, 1.1752)
H (-5.2343, -1.6871, 4.9632)
H (-3.7210, -0.8391, 5.2750)
H (-3.6997, -2.4670, 4.6221)
H (-4.8331, -0.0047, 3.1814)
H (-4.7626, -1.6072, 2.4952)
H (-2.2584, -0.0911, 3.4000)
H (-2.8970, 0.0663, 1.7881)
H (-1.9479, -2.5651, 3.0348)
H (-1.0370, -1.5239, 1.9359)
H (-3.0253, -2.0159, -2.7246)
H (-4.4415, -3.0700, -2.6462)
H (-2.6729, -3.9415, -4.1512)
H (-3.0477, -5.0759, -2.8733)
H (-0.7786, -3.1534, -2.3578)
H (-0.4972, -4.3904, -3.5496)
H (-1.3465, -4.9184, -0.6489)
H (0.2528, -5.1768, -1.3401)
H (-1.1085, -6.1636, -1.8675)
H (-5.0526, -5.2032, -1.4102)
H (-5.8468, -6.5721, 0.5047)
H (-5.1237, -6.0686, 2.7933)
H (-3.6022, -4.1691, 3.2608)

Cartesian forces (eV/Å) of the 2 atoms listed first:
-0.195 -0.250 0.459
0.051 0.030 -0.010

## Properties
HOMO-LUMO gap (alpha / beta) in eV: 4.3 / 6.1
Energy above the lowest of the compared OMol25 structures with the same formula, charge and spin in eV: 0.0000
Spin multiplicity: 3
Expectation value of S²: 2.032
Max |F| in eV/Å: 0.558
Total charge: -1


Density functional theory data (ωB97M-V/def2-TZVPD) for a molecular structure, C35H30BrN5PSc.

Geometry (Å):
Sc (-0.8404, -0.2663, -0.5989)
C (1.1240, 4.7736, 1.4238)
C (1.1343, 3.7346, 0.3417)
C (1.9104, 3.8619, -0.8102)
C (1.8973, 2.8852, -1.7995)
C (1.0885, 1.8004, -1.5700)
Br (0.9021, 0.3848, -2.8362)
N (0.3394, 1.6288, -0.4832)
C (0.3586, 2.5905, 0.4562)
H (1.6077, 5.6893, 1.0924)
H (1.6541, 4.4130, 2.3062)
H (0.1048, 5.0129, 1.7256)
H (2.5296, 4.7400, -0.9456)
H (2.4829, 2.9758, -2.7022)
H (-0.2825, 2.4295, 1.3146)
N (-2.3849, -0.0383, 0.3592)
P (-3.6776, -0.9527, 0.1519)
C (-5.2351, -0.0849, 0.0844)
C (-6.4278, -0.7963, -0.0610)
C (-7.6233, -0.1088, -0.1656)
C (-7.6300, 1.2817, -0.1242)
C (-6.4458, 1.9884, 0.0210)
C (-5.2417, 1.3055, 0.1225)
C (-3.3888, -1.7320, -1.4815)
C (-2.7615, -0.9133, -2.4410)
C (-2.4353, -1.4117, -3.6998)
C (-2.7276, -2.7307, -4.0164)
C (-3.3743, -3.5330, -3.0857)
C (-3.7032, -3.0406, -1.8272)
C (-3.8151, -2.2278, 1.4113)
C (-4.6357, -1.9609, 2.5091)
C (-4.6888, -2.8491, 3.5713)
C (-3.9313, -4.0112, 3.5426)
C (-3.1118, -4.2823, 2.4553)
C (-3.0474, -3.3927, 1.3946)
H (-6.4251, -1.8804, -0.0816)
H (-8.5519, -0.6521, -0.2747)
H (-8.5678, 1.8153, -0.2017)
H (-6.4589, 3.0691, 0.0589)
H (-4.3087, 1.8409, 0.2470)
H (-2.6818, 0.1617, -2.2646)
H (-1.9930, -0.7575, -4.4406)
H (-2.4841, -3.1225, -4.9947)
H (-3.6432, -4.5488, -3.3459)
H (-4.2200, -3.6783, -1.1217)
H (-5.2369, -1.0606, 2.5310)
H (-5.3289, -2.6350, 4.4162)
H (-3.9839, -4.7112, 4.3657)
H (-2.5280, -5.1932, 2.4313)
H (-2.4006, -3.6164, 0.5556)
C (0.7040, -3.9595, 1.3656)
C (0.2960, -2.6759, 1.0621)
N (-0.1306, -2.3399, -0.1601)
C (-0.1807, -3.2877, -1.1136)
C (0.2080, -4.5974, -0.9008)
C (0.6556, -4.9258, 0.3800)
C (0.0898, -5.5950, -1.9854)
C (1.0458, -6.3926, -2.4582)
C (2.4745, -6.4191, -2.0903)
C (3.2758, -7.4678, -2.5144)
C (4.6130, -7.4292, -2.1469)
N (5.1202, -6.4325, -1.4313)
C (4.2709, -5.4723, -1.0841)
N (2.9774, -5.4076, -1.3712)
H (1.0462, -4.1953, 2.3632)
H (0.2954, -1.8969, 1.8163)
H (-0.5447, -2.9769, -2.0885)
H (0.9617, -5.9410, 0.5938)
H (-0.8989, -5.6767, -2.4257)
H (0.7641, -7.1025, -3.2275)
H (2.8797, -8.2822, -3.1047)
H (5.2967, -8.2174, -2.4393)
H (4.6819, -4.6522, -0.5056)

Cartesian forces (eV/Å) of the 2 atoms listed first:
-0.248 -0.397 -0.174
0.010 0.005 -0.001

## Properties
HOMO-LUMO gap in eV: 7.9
Energy above the lowest of the compared OMol25 structures with the same formula, charge and spin in eV: 0.0000
Spin multiplicity: 1
Max |F| in eV/Å: 0.499
Total charge: +2